This record from the Open Molecules 2025 dataset describes a 2-piece molecular cluster, C2H3Cl3S overall at a distorted geometry. The level of theory is ωB97M-V/def2-TZVPD.

Results
- Spin multiplicity: 3
- Energy above the lowest of the compared OMol25 structures with the same formula, charge and spin: 35.1 kcal/mol
- Expectation value of S²: 2.009
- Charge: 0
- Orbital gap (spin up / spin down): 7.9 / 8.4 eV

Each atom is followed by the atoms it is bonded to, with distances in Å.
Geometry (Å):
1 Cl -1.890 -0.549 -1.474  C5 1.826
2 Cl -0.815 2.129 -1.379  C5 1.668
3 Cl 3.311 -1.760 -0.150  C6 1.656
4 S 1.231 -0.432 1.249  C6 1.619, H8 1.445
5 C -1.624 0.969 -0.495  Cl1 1.826, Cl2 1.668, H7 1.114, H9 1.125
6 C 2.336 -0.439 0.066  Cl3 1.656, S4 1.619
7 H -0.973 0.559 0.310  C5 1.114
8 H 1.121 -1.612 2.076  S4 1.445
9 H -2.698 1.134 -0.203  C5 1.125